#P
DFT (wB97M-V/def2-TZVPD) results for a 3-piece molecular cluster, C3H10O3S overall.

SMILES string   O=CCCS.O.O
2S+1   1
E_LUMO   0.47 eV
HOMO-LUMO gap   9.88 eV
E_HOMO   -9.41 eV
Charge   0

Last column: Mulliken charge in e.
Geometry (Å):
O  2.25  -1.86  -0.99  -0.527
C  1.20  -1.80  -0.37  0.081
C  0.10  -0.75  -0.41  -0.529
C  -0.41  0.00  0.79  -0.542
S  -0.78  1.76  0.43  -0.242
H  0.85  -2.54  0.45  0.254
H  -0.68  -1.30  -0.90  0.301
H  0.52  0.04  -1.04  0.449
H  -1.35  -0.39  1.18  0.156
H  0.32  0.04  1.55  0.359
H  0.27  2.43  0.99  0.141
O  2.47  1.08  -0.90  -0.584
H  2.80  0.18  -0.78  0.300
H  3.20  1.65  -1.18  0.277
O  -3.78  -0.72  0.80  -0.620
H  -3.44  0.21  0.68  0.341
H  -3.04  -1.29  0.99  0.383

=====

#Q
DFT (wB97M-V/def2-TZVPD) results for a 3-piece molecular cluster, C3H10O3S overall.

SMILES string   O=CCCS.O.O
2S+1   1
E_LUMO   0.46 eV
HOMO-LUMO gap   9.87 eV
E_HOMO   -9.41 eV
Charge   0

Last column: Mulliken charge in e.
Geometry (Å):
O  2.78  1.26  0.21  -0.463
C  2.77  0.10  -0.11  0.002
C  2.67  -0.95  0.96  -0.535
C  1.21  -1.36  1.33  -0.550
S  0.14  -2.02  0.11  -0.190
H  2.75  -0.23  -1.16  0.343
H  3.21  -0.57  1.83  0.327
H  3.25  -1.84  0.65  0.344
H  1.45  -2.07  2.13  0.294
H  0.75  -0.48  1.75  0.314
H  0.70  -3.17  -0.25  0.116
O  -3.28  4.67  3.72  -0.631
H  -3.32  3.78  3.44  0.311
H  -3.44  5.14  2.90  0.320
O  -4.16  -0.55  -5.99  -0.637
H  -4.08  -0.80  -5.08  0.318
H  -3.40  -0.92  -6.44  0.320

=====

The least stable of them is #P.

=====

#P
DFT (wB97M-V/def2-TZVPD) results for a single C2H6ClNO3S molecule.

SMILES string   O=S(=O)(O)CCNCl
2S+1   1
E_LUMO   0.32 eV
HOMO-LUMO gap   9.55 eV
E_HOMO   -9.23 eV
Charge   0

Last column: Mulliken charge in e.
Geometry (Å):
O  1.08  0.06  1.71  -0.557
S  1.49  0.60  0.37  1.022
O  2.08  2.01  0.14  -0.629
O  2.60  -0.32  -0.36  -0.454
C  0.01  0.54  -0.69  -0.726
C  -0.87  -0.70  -0.35  -0.279
N  -1.86  -0.37  0.58  -0.290
Cl  -2.85  1.05  0.25  -0.150
H  2.71  -1.00  0.47  0.410
H  -0.40  1.42  -0.44  0.458
H  0.09  0.62  -1.82  0.412
H  -0.37  -1.48  0.25  0.275
H  -1.25  -1.44  -1.26  0.227
H  -2.46  -0.99  1.14  0.282

=====

#Q
DFT (wB97M-V/def2-TZVPD) results for a 2-piece molecular cluster, C2H6ClNO3S overall.

2S+1   1
E_LUMO (alpha / beta)   -1.20 / -0.33 eV
HOMO-LUMO gap (alpha / beta)   7.30 / 8.62 eV
E_HOMO (alpha / beta)   -8.50 / -8.94 eV
Charge   0

Last column: Mulliken charge in e.
Geometry (Å):
C  0.39  -1.84  -0.83  -0.337
C  0.28  -0.19  0.77  0.170
N  -1.60  1.76  0.91  -0.632
O  -0.25  1.27  -1.26  -0.495
O  -2.09  -0.30  -0.70  -0.549
O  0.70  -1.39  0.34  -0.173
S  -1.05  0.62  -0.29  0.947
Cl  -0.29  -0.31  2.41  -0.208
H  3.23  0.46  -0.94  0.136
H  -0.41  -1.46  -1.43  0.386
H  0.98  -2.73  -1.29  0.243
H  2.83  0.71  -0.37  -0.134
H  -1.99  1.16  1.62  0.315
H  -0.72  2.25  1.04  0.331

=====

The least stable of them is #Q.

=====

#P
DFT (wB97M-V/def2-TZVPD) results for a 2-piece molecular cluster, C2H2ClI overall.

SMILES string   C#CCl.I
2S+1   1
E_LUMO   0.51 eV
HOMO-LUMO gap   10.51 eV
E_HOMO   -10.00 eV
Charge   0

Last column: Mulliken charge in e.
Geometry (Å):
C  -1.28  0.89  -0.01  -0.073
C  -1.26  -0.31  0.02  -0.119
Cl  -1.12  -1.97  -0.18  -0.105
H  -1.69  1.76  0.44  0.303
I  3.43  0.10  -0.24  -0.086
H  1.93  -0.46  -0.02  0.080

=====

#Q
DFT (wB97M-V/def2-TZVPD) results for a 2-piece molecular cluster, C2H2ClI overall.

SMILES string   C#CCl.I
2S+1   1
E_LUMO   0.57 eV
HOMO-LUMO gap   10.61 eV
E_HOMO   -10.04 eV
Charge   0

Last column: Mulliken charge in e.
Geometry (Å):
C  -1.90  0.81  0.21  -0.191
C  -1.75  -0.41  0.13  -0.039
Cl  -1.37  -1.99  -0.06  -0.119
H  -2.30  1.74  0.53  0.355
I  2.93  0.02  -0.08  -0.090
H  4.38  -0.17  -0.73  0.084

=====

The least stable of them is #P.

=====

#P
DFT (wB97M-V/def2-TZVPD) results for a single C18H20N2O6 molecule.

SMILES string   COc1ccc(C(=O)O/N=C(\N)c2ccc(OC)c(OC)c2)c(OC)c1
2S+1   1
E_LUMO   0.73 eV
HOMO-LUMO gap   8.74 eV
E_HOMO   -8.01 eV
Charge   0

Last column: Mulliken charge in e.
Geometry (Å):
C  7.59  2.04  -2.45  -0.857
O  7.02  1.04  -1.63  -0.445
C  5.67  1.03  -1.47  0.555
C  4.79  1.94  -2.05  -0.655
C  3.44  1.81  -1.81  -0.861
C  2.93  0.79  -1.01  -0.167
C  1.46  0.74  -0.86  0.691
O  0.73  1.68  -1.09  -0.650
O  1.02  -0.46  -0.46  -0.074
N  -0.36  -0.74  -0.46  -0.789
C  -1.16  -0.04  0.25  0.632
N  -0.85  0.96  1.13  -0.417
C  -2.58  -0.43  0.15  -0.278
C  -3.08  -0.94  -1.04  -0.876
C  -4.41  -1.28  -1.13  -0.686
C  -5.28  -1.14  -0.05  0.520
O  -6.56  -1.52  -0.31  -0.465
C  -7.58  -1.44  0.65  -0.714
C  -4.77  -0.65  1.17  1.268
O  -5.62  -0.54  2.24  -0.461
C  -5.11  -0.10  3.47  -0.949
C  -3.43  -0.30  1.24  -0.591
C  3.82  -0.13  -0.41  0.897
O  3.30  -1.07  0.40  -0.380
C  4.15  -2.00  1.01  -0.942
C  5.18  0.02  -0.65  -0.372
H  7.23  1.97  -3.48  0.347
H  7.40  3.04  -2.06  0.344
H  8.66  1.84  -2.43  0.255
H  5.14  2.74  -2.68  0.393
H  2.73  2.50  -2.24  0.439
H  -1.60  1.60  1.36  0.253
H  0.05  1.39  1.04  0.262
H  -2.42  -1.06  -1.89  0.470
H  -4.83  -1.67  -2.04  0.425
H  -8.48  -1.79  0.14  0.288
H  -7.74  -0.42  1.00  0.266
H  -7.38  -2.09  1.51  0.260
H  -5.96  -0.12  4.16  0.245
H  -4.32  -0.76  3.85  0.360
H  -4.73  0.93  3.41  0.350
H  -3.02  0.06  2.17  0.672
H  4.70  -2.59  0.27  0.380
H  4.87  -1.52  1.68  0.339
H  3.50  -2.66  1.59  0.256
H  5.90  -0.65  -0.22  0.464

=====

#Q
DFT (wB97M-V/def2-TZVPD) results for a single C18H20N2O6 molecule.

SMILES string   COc1cccc(OCC(=O)O/N=C(\N)c2ccc(OC)c(OC)c2)c1
2S+1   1
E_LUMO   0.59 eV
HOMO-LUMO gap   8.73 eV
E_HOMO   -8.14 eV
Charge   0

Last column: Mulliken charge in e.
Geometry (Å):
C  3.62  -1.98  2.66  -0.718
O  4.28  -2.43  1.50  -0.435
C  4.47  -1.56  0.48  0.175
C  5.04  -2.09  -0.68  -0.675
C  5.25  -1.28  -1.78  -0.309
C  4.89  0.06  -1.74  -0.755
C  4.32  0.59  -0.59  0.224
O  4.01  1.92  -0.66  -0.455
C  3.45  2.60  0.44  -0.701
C  1.93  2.43  0.52  0.706
O  1.15  3.34  0.37  -0.567
O  1.61  1.17  0.75  0.139
N  0.25  0.82  0.96  -0.767
C  -0.57  0.97  -0.02  0.533
N  -0.27  1.33  -1.29  -0.362
C  -1.97  0.62  0.28  -0.214
C  -2.48  0.82  1.56  -0.895
C  -3.80  0.51  1.81  -0.664
C  -4.64  -0.01  0.83  0.520
O  -5.90  -0.26  1.27  -0.464
C  -6.89  -0.80  0.42  -0.715
C  -4.11  -0.23  -0.46  1.261
O  -4.94  -0.77  -1.42  -0.465
C  -4.42  -1.03  -2.70  -0.949
C  -2.79  0.09  -0.71  -0.613
C  4.12  -0.22  0.53  0.291
H  2.63  -1.58  2.43  0.276
H  3.51  -2.86  3.30  0.239
H  4.21  -1.23  3.19  0.314
H  5.31  -3.13  -0.69  0.452
H  5.69  -1.69  -2.67  0.356
H  5.04  0.70  -2.59  0.439
H  3.65  3.66  0.26  0.361
H  3.91  2.29  1.39  0.310
H  -1.01  1.69  -1.87  0.236
H  0.65  1.70  -1.49  0.201
H  -1.85  1.23  2.32  0.472
H  -4.22  0.67  2.79  0.430
H  -7.10  -0.16  -0.43  0.264
H  -6.62  -1.80  0.06  0.266
H  -7.78  -0.88  1.05  0.289
H  -4.10  -0.11  -3.19  0.355
H  -5.25  -1.46  -3.26  0.245
H  -3.59  -1.74  -2.66  0.359
H  -2.37  -0.09  -1.68  0.634
H  3.67  0.19  1.42  0.376

=====

The least stable of them is #Q.